C4H9F | wB97M-V/def2-TZVPD

Calculated values
Molecular weight   76.11 g/mol
SMILES string   CCCCF
HOMO   -10.90 eV
ΔE to the lowest compared entry with this formula, charge and spin   101.27 kJ/mol
HOMO-LUMO gap   12.12 eV
2S+1   1

Geometry as XYZ:
```
14
Properties=species:S:1:pos:R:3:forces:R:3
C 0.455807 -1.542911 0.614742 -3.5112 -0.8571 -1.5629
C -0.421602 -0.316734 0.422324 0.5647 0.6077 -2.3898
C 0.297383 0.764869 -0.474644 -3.5570 -1.1077 -1.5880
C -0.869958 1.656857 -0.974333 1.3365 0.2902 -1.4353
F -1.541871 1.062263 -2.090767 0.0165 -0.4041 1.2181
H 1.343817 -1.310817 1.068017 2.3665 0.1714 1.0002
H -0.132796 -2.292584 1.140295 0.3388 -0.0897 0.6348
H 0.520590 -2.017935 -0.392766 0.7201 0.5259 0.6286
H -1.298186 -0.626049 -0.188869 0.3387 0.1337 0.5242
H -0.812502 0.254550 1.252447 0.1293 -0.4160 0.8065
H 1.000302 1.357994 0.063584 0.8466 0.2713 0.0778
H 0.579939 0.354438 -1.490024 0.7566 0.1141 1.4618
H -0.469972 2.514798 -1.486905 0.2548 0.8260 0.4023
H -1.566593 1.945203 -0.209820 -0.6010 -0.0659 0.2218
```
Forces are in eV/Å.



C20H65BBrNO19PS | wB97M-V/def2-TZVPD

Calculated values
Molecular weight   777.49 g/mol
Net charge   -1
HOMO   -5.56 eV
HOMO-LUMO gap   7.64 eV
2S+1   1

Geometry as XYZ:
```
109
Properties=species:S:1:pos:R:3:forces:R:3
C -6.494732 1.430116 -3.428345 -0.1094 -0.5545 0.8596
C -5.655376 1.253922 -2.059753 -0.2008 0.0871 -0.7008
O -4.267650 0.948464 -2.315608 -0.6983 -1.2318 0.4530
C -3.622397 0.401906 -1.101765 -2.4339 1.0779 1.3277
P -1.754674 0.896217 -0.948849 -2.1246 1.7920 -1.7933
C -1.074591 -0.560578 -1.945374 1.2206 -2.5340 -0.1922
B -2.065553 -1.451608 -2.850979 -1.5448 -0.7217 -0.0043
O -2.639394 -2.658836 -2.258526 0.1972 2.1175 -0.9795
O -2.427391 -1.135497 -4.236179 1.4575 -1.1672 1.7439
C -0.046495 1.747688 -0.624043 1.6080 1.2735 2.2524
C 1.272589 1.247601 -1.200789 1.6478 3.2083 -5.3195
O 1.707351 1.687957 -2.306691 -1.9874 -1.9823 4.6803
Br 2.675826 0.007862 -0.436102 -0.8977 0.4275 0.0717
N -2.121050 1.954424 -2.388263 4.2776 0.9085 -3.5132
C -1.297253 1.961858 -3.323259 0.3968 -2.2192 -2.9563
O -0.604067 1.745145 -4.371338 -3.4034 1.8067 5.2648
S -1.683960 -0.243709 0.918006 -2.5145 -1.9477 5.2931
C -0.010780 -0.653301 1.554314 0.4854 -1.1920 0.3701
O -2.379335 -1.591329 0.903407 1.4467 1.5388 -0.8737
O -2.383203 0.597366 1.997667 1.7949 -0.7476 -1.9842
H -6.258292 0.572510 -4.162108 -0.2064 1.5040 1.0618
H -6.360560 2.463771 -3.889268 -0.0216 -1.5261 0.4545
H -7.601112 1.308226 -3.121292 1.5909 0.3207 -0.5675
H -5.674483 2.249283 -1.483627 -0.2946 -1.5604 -0.4367
H -6.107225 0.380261 -1.480412 0.3991 1.3438 -0.5192
H -3.905627 -0.662494 -0.862454 0.3446 0.7326 -0.7939
H -4.196809 0.994711 -0.279607 1.5360 -0.9840 -0.7901
H -2.252761 2.004037 -0.148780 0.5801 -0.4916 0.1487
H -0.186315 -0.402673 -2.637342 -0.8762 0.6066 0.9309
H -0.675849 -1.304750 -1.144100 -0.6000 1.0222 -1.3006
H -3.591648 -2.723423 -2.482183 0.9284 -0.1121 -0.1861
H -1.906753 -1.771106 -4.781669 -0.7771 0.6639 0.3330
H 0.031403 1.906462 0.522391 -0.0301 -0.6466 -1.7207
H -0.182402 2.844118 -0.976502 0.3316 -2.0164 0.1423
H 0.679275 0.213887 1.789339 -1.0993 -1.0690 -0.6454
H -0.147185 -1.244749 2.535631 -0.2846 1.1046 -1.6360
H 0.442078 -1.421102 0.820332 -0.5387 1.4883 1.0805
C -2.618968 3.906361 -6.338919 -0.0622 -0.2788 0.1809
O -3.831616 3.180521 -6.204242 -0.1604 -0.0873 0.0404
H -2.744639 4.649611 -7.127653 -0.0823 -0.0806 0.0417
H -2.387472 4.413608 -5.398821 0.2198 0.0812 -0.0864
H -1.809722 3.221635 -6.603464 0.1665 0.2095 0.0406
H -3.699004 2.531869 -5.499150 -0.0734 0.0895 -0.1293
C 4.453114 -3.518821 0.202540 -0.2317 0.2084 -0.0255
O 4.519391 -2.245079 0.826393 0.1055 0.1185 0.1979
H 5.252614 -4.146113 0.598271 -0.0345 0.1238 0.0219
H 3.488383 -3.985354 0.416816 0.0618 -0.1936 -0.1419
H 4.582047 -3.408029 -0.877177 -0.0255 -0.2264 -0.0322
H 3.801147 -1.709827 0.458076 0.2167 -0.2747 0.1877
C 5.163252 2.140669 1.182481 0.0340 0.1609 -0.2474
O 4.003493 2.886125 0.844180 -0.1031 0.2206 0.0414
H 4.871212 1.307427 1.822756 -0.0831 0.0978 -0.0667
H 5.629816 1.751995 0.273856 0.1304 -0.1131 0.1177
H 5.869106 2.779772 1.720519 0.1491 -0.1564 0.0685
H 4.288190 3.614760 0.278997 -0.1461 -0.1970 0.0770
C -7.296327 -0.643513 1.029389 0.2267 -0.0099 0.2344
O -5.970262 -0.151389 0.902108 -0.2410 0.1729 0.3740
H -7.775876 -0.619420 0.050265 0.1208 0.0487 0.0469
H -7.274042 -1.673080 1.395807 -0.2208 -0.0236 -0.0231
H -7.859948 -0.013232 1.723164 -0.2533 -0.1220 -0.0343
H -5.567366 -0.183667 1.781356 0.3094 -0.1764 -0.3156
C -5.968936 3.407040 2.682022 0.0389 -0.3365 -0.2715
O -5.761638 2.813190 1.411983 -0.2027 0.0744 0.1048
H -5.663690 4.452891 2.635433 0.0058 -0.1005 -0.0494
H -7.028819 3.351542 2.947953 -0.0165 0.1420 0.2370
H -5.367589 2.888915 3.434495 -0.0342 0.1538 0.1951
H -6.038932 1.888053 1.479073 0.2504 0.1004 -0.4090
C -1.824612 3.879661 4.089219 0.0436 -0.3707 -0.3987
O -1.600614 3.289995 2.821433 0.0513 0.1195 0.2762
H -1.503064 4.921654 4.055078 -0.0131 -0.0669 -0.0301
H -2.890315 3.838492 4.332850 -0.0120 0.1289 0.2385
H -1.246912 3.348543 4.851476 -0.0649 0.1502 0.2373
H -1.894047 2.366426 2.878530 0.0095 -0.0662 -0.5344
C 2.225452 -0.270911 4.514163 0.2632 -0.2072 -0.0679
O 2.027860 -0.980230 3.298207 0.4043 -0.1311 0.0400
H 1.263720 -0.158279 5.016843 -0.0048 -0.0101 -0.1676
H 2.907715 -0.828981 5.158226 -0.1432 0.2784 0.0635
H 2.639405 0.718284 4.298828 -0.0300 0.1009 0.2164
H 2.892495 -1.065512 2.874141 -0.1920 -0.1185 0.0258
C 5.725136 0.745219 -3.071115 -0.3251 0.1298 -0.0881
O 5.791018 2.018779 -2.445092 0.1623 0.2806 0.0451
H 6.524899 0.117078 -2.678586 -0.0761 0.1365 0.0362
H 4.760805 0.280480 -2.855451 0.0645 -0.1710 -0.0971
H 5.852108 0.860874 -4.150841 0.0110 -0.2322 -0.0421
H 5.073400 2.552554 -2.810196 0.0907 -0.1438 0.1880
C -2.133355 -5.214514 2.095771 0.0809 0.3376 -0.2230
O -1.343311 -4.811525 0.990611 0.0693 0.0256 -0.0708
H -1.902733 -6.254227 2.333118 0.0425 0.0588 -0.0766
H -1.904928 -4.586889 2.961118 -0.1671 -0.1028 0.1395
H -3.193344 -5.128189 1.842509 -0.0764 -0.0661 0.2142
H -1.567654 -3.887145 0.801646 -0.0022 -0.0070 -0.0512
C 1.087907 -6.916096 -0.634586 -0.2760 0.2117 -0.0478
O 1.562489 -6.310311 -1.829207 0.1047 0.0090 -0.2692
H 1.942927 -7.228931 -0.034055 0.0131 0.0440 -0.1583
H 0.491841 -6.197194 -0.067391 -0.0464 -0.1766 0.1533
H 0.480811 -7.791228 -0.882455 -0.0166 -0.0856 0.2187
H 0.788103 -6.043828 -2.340155 0.2093 0.0381 0.1400
C 9.470642 -0.052288 -2.318425 -0.1830 0.2854 -0.0241
O 9.535899 1.219885 -1.692767 0.0048 0.1498 -0.0074
H 10.271450 -0.679702 -1.926126 -0.0482 0.1316 0.0217
H 8.506878 -0.518976 -2.101699 0.1076 -0.2343 -0.1006
H 9.597134 0.062883 -3.398301 -0.0139 -0.2583 -0.0493
H 8.817619 1.754487 -2.056939 0.1067 -0.0723 0.1881
C 5.945288 -0.236085 6.230930 -0.0033 -0.1935 0.1693
O 4.724579 -0.951492 6.353527 0.0684 -0.1449 0.2255
H 5.843301 0.498850 5.432234 -0.0873 -0.1103 0.0620
H 6.167447 0.278469 7.169421 0.1782 0.1175 -0.0917
H 6.755089 -0.927482 5.984309 0.1458 0.1806 -0.0408
H 4.840952 -1.593691 7.064814 -0.1146 0.1092 -0.1928
```
Forces are in eV/Å.